[1]
{
  "formula": "C4H8ClNO",
  "method": "wB97M-V/def2-TZVPD",
  "energy_ev": -20332.8154,
  "homo_lumo_gap_ev": 9.248,
  "lumo_ev": 0.298,
  "e_above_lowest_ev": 4.9355,
  "spin_multiplicity": 1,
  "e_homo_ev": -8.950,
  "max_force_ev_per_a": 4.07,
  "species": ["Cl", "O", "N", "C", "C", "C", "C", "H", "H", "H", "H", "H", "H", "H", "H"],
  "positions_angstrom": [[-1.01178, -1.40504, 2.56249], [2.06856, -1.37823, -0.99039], [0.50767, -1.47127, 1.75545], [-0.65719, 0.88492, 0.49551], [0.23938, -0.26881, 0.06047], [1.63294, -0.17423, -0.43814], [-1.10438, -0.27935, -0.39874], [-1.16049, 0.01419, -1.46617], [-1.85548, -0.98049, -0.16081], [1.85095, 0.46826, -1.30095], [-0.41956, 1.92031, 0.11865], [-0.85774, 0.92909, 1.54999], [2.21496, 0.23842, 0.44468], [0.77416, -2.40169, 1.48058], [2.06914, -1.85874, -0.17264]],
  "forces_ev_per_angstrom": [[0.3810, -0.8023, -0.2062], [0.4457, -0.5568, 0.8406], [-0.0145, 3.5491, -1.9870], [1.3867, 0.0053, -0.6181], [1.0439, -0.2700, 3.7955], [0.2590, 1.4918, -0.5040], [-0.3661, 1.7770, -2.0980], [-0.1054, -0.2551, 0.5359], [-0.5407, -0.6952, 0.7593], [-0.9729, 0.8801, 0.4772], [-0.3639, -1.4311, -0.1151], [-0.4821, -0.4040, 0.1834], [-0.2021, -0.7751, -0.9641], [-0.9205, -0.7835, -0.2534], [0.4519, -1.7304, 0.1540]],
  "lowdin_charge": [0.51, -0.03, -0.43, -0.10, -0.26, -0.27, -0.12, 0.13, 0.08, 0.14, 0.12, 0.05, 0.15, -0.02, 0.05]
}

***

[2]
{
  "formula": "C4H8ClNO2",
  "method": "wB97M-V/def2-TZVPD",
  "energy_ev": -22382.6514,
  "smiles": "[H]/N=C(\\[C@@H](C)O)[C@@H](O)Cl",
  "homo_lumo_gap_ev": 9.774,
  "lumo_ev": -0.456,
  "e_above_lowest_ev": 2.4529,
  "spin_multiplicity": 1,
  "e_homo_ev": -10.230,
  "max_force_ev_per_a": 4.28,
  "species": ["Cl", "O", "O", "N", "C", "C", "C", "C", "H", "H", "H", "H", "H", "H", "H", "H"],
  "positions_angstrom": [[-3.15424, 1.08562, 0.93613], [-2.84154, -1.55960, 0.05450], [1.75109, -0.58806, -0.39616], [-0.47896, -2.12042, 0.06002], [-0.60102, -0.92530, -0.33901], [-2.14227, -0.51594, -0.18267], [0.23144, 1.28032, 0.15495], [0.53265, 0.00672, -0.70841], [-2.57734, -0.13944, -1.15146], [1.08657, 1.93910, 0.08728], [-0.06878, 1.00892, 1.09304], [0.54316, 0.32868, -1.81546], [0.53937, -2.37863, -0.00889], [-2.46883, -2.06955, 0.80688], [1.66975, -0.51355, 0.64143], [-0.51691, 1.69260, -0.40776]],
  "forces_ev_per_angstrom": [[1.6730, -1.2691, -0.6749], [-1.6903, -1.9506, 2.0084], [-0.1125, 0.1358, 3.3568], [2.0759, 0.1239, -0.0901], [-1.4943, -0.0516, 1.4647], [-0.3758, 2.0940, -3.4888], [2.8125, -1.2069, -2.9858], [-1.0369, 1.6555, -0.9190], [0.9338, 0.3665, 1.0316], [0.2294, 0.1267, 0.3812], [-0.6989, -0.3441, 2.5741], [-0.0957, -0.7756, 1.5939], [-1.0933, 0.0531, -0.1272], [0.0570, 0.0141, -0.6439], [1.1285, -0.5832, -2.7688], [-2.3124, 1.6115, -0.7122]],
  "lowdin_charge": [0.20, -0.03, -0.05, 0.17, -0.26, -0.46, -0.03, -0.40, 0.12, 0.10, 0.05, 0.18, 0.10, 0.13, 0.17, 0.04]
}

***

[3]
{
  "formula": "C4H8ClP",
  "method": "wB97M-V/def2-TZVPD",
  "energy_ev": -26080.6383,
  "homo_lumo_gap_ev": [7.304, 7.057],
  "lumo_ev": [0.735, -2.533],
  "e_above_lowest_ev": 3.2785,
  "s_squared": 2.005,
  "spin_multiplicity": 3,
  "e_homo_ev": [-6.569, -9.590],
  "max_force_ev_per_a": 7.31,
  "species": ["Cl", "P", "C", "C", "C", "C", "H", "H", "H", "H", "H", "H", "H", "H"],
  "positions_angstrom": [[-3.38853, -1.21228, -1.80814], [1.88965, 1.91251, -0.27780], [0.94482, 1.19195, -1.38067], [-2.56177, -1.76777, -0.31028], [0.02284, -1.48565, -0.08315], [-1.12622, -1.53743, -0.43595], [-2.93594, -1.16100, 0.53685], [1.22431, 0.14934, -1.53489], [0.34828, 1.68573, -2.11481], [2.36088, 2.46928, 4.16528], [2.83090, 0.95905, -0.12368], [2.13503, 3.12476, 3.70266], [-2.76767, -2.87167, -0.28686], [1.02342, -1.45684, -0.04854]],
  "forces_ev_per_angstrom": [[-0.2597, 0.1538, -0.0137], [2.1904, 4.4116, 5.3961], [-2.4729, -3.5823, -4.5289], [0.0670, -0.3325, -0.6974], [-2.8587, -0.1170, -1.0427], [-0.0368, -0.4842, 1.4381], [-0.0437, -0.7489, -0.4562], [-1.1962, 0.0978, -0.1764], [-0.0472, 0.1525, -0.5206], [-0.6890, 2.0106, -1.4058], [1.6159, -0.8454, -0.3644], [0.6895, -2.0152, 1.4025], [0.0958, 1.2151, 0.5149], [2.9458, 0.0842, 0.4543]],
  "lowdin_spin": [0.00, 0.93, 0.86, 0.00, 0.01, 0.01, 0.00, 0.04, 0.05, 0.00, 0.10, 0.00, 0.00, 0.00]
}

***

[4]
{
  "formula": "C4H8F10Li2N5O22S11",
  "method": "wB97M-V/def2-TZVPD",
  "energy_ev": -203546.5372,
  "homo_lumo_gap_ev": 7.709,
  "lumo_ev": 5.410,
  "e_above_lowest_ev": 0.0000,
  "spin_multiplicity": 1,
  "e_homo_ev": -2.299,
  "total_charge": -3,
  "max_force_ev_per_a": 5.85,
  "species": ["S", "S", "S", "S", "S", "S", "S", "S", "S", "S", "S", "F", "F", "F", "F", "F", "F", "F", "F", "F", "F", "O", "O", "O", "O", "O", "O", "O", "O", "O", "O", "O", "O", "O", "O", "O", "O", "O", "O", "O", "O", "O", "O", "N", "N", "N", "N", "N", "C", "C", "C", "C", "Li", "Li", "H", "H", "H", "H", "H", "H", "H", "H"],
  "positions_angstrom": [[1.54207, 0.25817, 2.10109], [-2.63102, -3.57428, -0.33160], [-2.24165, 2.43375, 0.35435], [1.09881, -2.52016, -2.20881], [3.31473, 1.09949, -2.14052], [-1.07683, 1.93229, -3.85318], [-1.13681, -3.91503, 1.48077], [-3.09888, 0.35746, 1.34739], [-3.28481, 2.75861, -3.68526], [3.25926, -3.26302, -1.31085], [3.53599, 2.78902, -0.29599], [4.01902, 2.55515, 1.22201], [-4.64692, 2.73025, -4.60021], [-0.32293, -5.15505, 2.12827], [3.84895, -4.52729, -0.47252], [-2.63027, -4.10863, -1.84183], [-0.08523, -3.26531, -3.04340], [-0.02444, 1.40988, -4.93069], [-2.14256, -0.82811, 1.62336], [-1.70376, 3.10447, -0.95787], [4.01979, -0.25093, -2.60582], [0.33407, -1.71135, -1.31102], [4.25033, 3.93430, -0.75443], [-1.08874, 0.93221, -2.82593], [0.69924, 0.15797, 0.94133], [3.74662, 1.97127, -3.20240], [-3.16789, 1.14079, 2.53023], [-3.53225, 3.03858, 0.43493], [-3.72976, 1.82771, -2.68334], [-3.94341, -3.84630, 0.14790], [-1.24446, 2.77928, 1.30971], [1.72921, -1.97622, -3.36367], [3.43625, -2.16134, -0.42655], [2.12262, 2.94134, -0.17088], [-2.14063, -3.71353, 2.48953], [1.91782, 0.78951, -2.13124], [2.90347, -0.18978, 2.04891], [-2.27462, -2.21020, -0.62867], [-0.16855, -2.88664, 1.33156], [-0.40034, 3.14074, -3.51597], [4.06052, -3.39379, -2.49040], [-3.20864, 4.15276, -3.42738], [-4.36608, -0.23816, 1.04684], [-1.54836, -4.70394, 0.14524], [-2.34578, 2.13711, -4.85193], [-2.30301, 0.88588, -0.07719], [1.75325, -3.82870, -1.44853], [4.08782, 1.25444, -0.73302], [0.23103, 1.61158, 3.85981], [1.37568, 1.86804, 2.92123], [0.66145, 0.34114, 4.59929], [0.78126, -0.68005, 3.48568], [-0.46363, 0.21166, -0.69250], [-3.30040, -0.11185, -1.44912], [-0.72601, 1.49269, 3.35146], [1.54981, 0.35746, 5.23310], [-0.17998, 0.21341, 5.29150], [1.36420, 2.71334, 2.23972], [0.05239, 2.44377, 4.54760], [1.36072, -1.59104, 3.60411], [2.31517, 1.87653, 3.48105], [-0.21291, -0.99135, 3.16473]],
  "forces_ev_per_angstrom": [[-0.0453, -0.9648, 0.7634], [-1.0092, -1.8093, -4.3867], [0.4950, 4.2894, -1.8321], [-3.1414, -1.5151, -1.5064], [0.7093, -2.0680, -2.5677], [5.5555, 0.2850, -1.8150], [2.6691, -1.9554, 2.9357], [-1.2988, -2.7904, -0.0167], [-4.9585, 0.3381, -2.7157], [1.9342, -2.4193, 0.7318], [0.9086, -1.9391, 1.5960], [0.1068, 0.6331, -0.0268], [0.4428, 0.0291, -0.1209], [0.0313, 0.2388, -0.3208], [-0.5069, 0.1764, 0.2354], [-0.5192, -0.3486, 0.0551], [-0.0800, -0.6225, 0.9830], [-1.1167, -0.8517, -0.0587], [0.1630, 0.2218, 0.4371], [0.3943, -0.8722, -0.1779], [-0.1482, 0.1130, 0.6953], [0.3963, 0.5937, 0.0934], [0.5893, -0.0991, -0.0850], [-1.1374, -0.7504, -0.1157], [-0.3925, 0.3680, -0.3639], [-0.0584, 0.6899, 0.6183], [1.2931, 0.6229, -0.0247], [-0.3751, -0.5159, 0.5917], [0.7543, -0.1942, 0.8590], [-0.3083, 0.3206, 0.2811], [-0.0348, -0.6512, 0.1663], [1.2151, 0.5410, 0.8257], [-0.2035, 0.1451, -0.2288], [-0.2893, -0.1212, -0.0532], [-0.4671, 0.1460, -0.5542], [0.1167, 0.1467, 0.7692], [0.1518, 0.4779, -0.1646], [-0.0877, 0.3383, 1.0016], [0.0422, 0.0774, -0.1697], [-1.0652, 0.6203, 0.5837], [-0.1472, 0.4923, -0.0719], [0.7343, -0.1769, 0.5827], [0.3350, -0.0635, -1.4393], [-0.9782, 3.2322, 0.9712], [0.4542, -0.0599, 3.2009], [-1.0659, 0.3097, 3.0621], [0.4423, 2.7018, -1.2337], [-1.9139, 3.0433, -0.8198], [0.6445, 0.8801, 0.7406], [0.7685, -0.2275, -0.5233], [-1.4926, -0.2030, 0.5721], [-0.6713, -0.0420, -0.6116], [1.3351, -0.6311, -0.3252], [0.1127, 0.0814, -0.3833], [0.1304, -0.3338, -0.1498], [0.2123, 0.6689, -0.3124], [0.1302, -0.9856, -0.0355], [-0.3080, -0.2515, -0.2876], [0.2896, 0.0557, 0.0042], [0.2538, 0.1955, 0.2386], [-0.0376, 0.3337, 0.0596], [0.0467, 0.0557, -0.1560]],
  "lowdin_charge": [0.70, 0.49, 0.45, 0.52, 0.46, 0.47, 0.45, 0.51, 0.50, 0.47, 0.51, -0.23, -0.25, -0.22, -0.24, -0.21, -0.23, -0.17, -0.15, -0.15, -0.19, -0.34, -0.30, -0.32, -0.36, -0.31, -0.24, -0.26, -0.34, -0.28, -0.24, -0.26, -0.27, -0.29, -0.30, -0.30, -0.30, -0.34, -0.26, -0.25, -0.30, -0.25, -0.27, -0.23, -0.25, -0.40, -0.26, -0.25, -0.24, -0.22, -0.23, -0.20, 0.63, 0.72, 0.09, 0.11, 0.11, 0.09, 0.12, 0.11, 0.10, 0.08]
}

***

[5]
{
  "formula": "C4H8F2N3O2",
  "method": "wB97M-V/def2-TZVPD",
  "energy_ev": -18266.7840,
  "smiles": "CN(C)C(=[NH2+])C(F)(F)[N+](=O)[O-]",
  "homo_lumo_gap_ev": 10.861,
  "lumo_ev": -4.307,
  "e_above_lowest_ev": 1.2617,
  "spin_multiplicity": 1,
  "e_homo_ev": -15.168,
  "total_charge": 1,
  "max_force_ev_per_a": 4.18,
  "species": ["F", "F", "O", "O", "N", "N", "N", "C", "C", "C", "C", "H", "H", "H", "H", "H", "H", "H", "H"],
  "positions_angstrom": [[-3.40471, -1.64631, -0.07360], [-2.91076, -0.11828, -1.57840], [-3.20206, 0.41081, 1.76031], [-3.68664, 1.66299, 0.05678], [-0.95036, -1.90540, 0.79618], [-0.20091, 0.15311, -0.17417], [-3.32724, 0.69142, 0.58779], [-1.13405, -0.76537, 0.09792], [-0.39170, 1.53871, -0.82092], [1.20400, -0.01529, 0.04813], [-2.77062, -0.53325, -0.34309], [0.07325, 2.28138, -0.17530], [1.65782, 0.99696, -0.31988], [-0.09056, 1.57497, -1.88170], [1.75316, -0.68939, -0.56874], [-1.73315, -2.57492, 0.88102], [0.00913, -2.22644, 1.05438], [1.35218, -0.45457, 1.05939], [-1.53675, 1.76122, -0.96722]],
  "forces_ev_per_angstrom": [[-0.2973, 0.1341, -0.1544], [0.1167, -0.6545, -0.0369], [-0.2782, 0.3767, -0.1882], [-0.8371, 1.7491, -0.9209], [0.7932, 0.6121, -0.9366], [-1.8359, 0.1365, -1.3800], [1.5116, -3.4289, 1.0374], [-1.2345, 0.6173, -0.1222], [-4.0641, -0.7101, -0.6892], [1.5759, 0.9849, 0.6114], [2.5235, 1.5819, 1.1034], [-0.0792, -0.1773, -0.1535], [-0.3009, -1.8826, 1.9422], [0.7050, -0.3875, 0.6966], [-0.3730, -1.0297, -1.1118], [0.7916, 0.6899, -0.0132], [-1.3608, 0.3701, -0.2900], [0.4331, 1.3167, -0.1987], [2.2105, -0.2987, 0.8046]],
  "lowdin_charge": [0.19, 0.19, 0.13, 0.18, 0.22, -0.11, -0.32, -0.10, 0.02, -0.03, -0.35, 0.10, 0.14, 0.12, 0.09, 0.15, 0.16, 0.11, 0.11]
}

***

[6]
{
  "formula": "C4H8F3O5PrS",
  "method": "wB97M-V/def2-TZVPD",
  "energy_ev": -47553.8937,
  "homo_lumo_gap_ev": [7.524, 8.893],
  "lumo_ev": [-10.535, -9.187],
  "s_squared": 2.003,
  "spin_multiplicity": 3,
  "e_homo_ev": [-18.058, -18.081],
  "total_charge": 2,
  "max_force_ev_per_a": 3.40,
  "species": ["Pr", "S", "F", "F", "F", "O", "O", "O", "O", "O", "C", "C", "C", "C", "H", "H", "H", "H", "H", "H", "H", "H"],
  "positions_angstrom": [[2.10933, 0.63044, 1.36651], [0.14497, -1.20746, -1.61840], [0.42309, 1.09421, -2.83603], [-1.35715, 0.00801, -3.38129], [-1.23810, 0.99337, -1.47001], [0.82305, -1.92653, -2.82849], [1.24275, -0.28687, 3.16432], [1.29061, -0.74689, -0.70790], [0.30651, 1.66729, 2.64099], [-0.92707, -1.93615, -0.98886], [0.10288, -2.97238, -3.54668], [0.31286, 0.58208, 3.62511], [-0.45230, 2.82301, 2.92722], [-0.56385, 0.34769, -2.39223], [0.86633, -3.43969, -4.17102], [-0.32148, -3.67637, -2.82427], [-0.67168, -2.51860, -4.17233], [-0.37974, 3.48971, 2.06244], [-0.71241, 0.16405, 3.64404], [-0.04782, 3.32317, 3.81933], [0.55432, 1.04027, 4.60472], [-1.50507, 2.54762, 3.08283]],
  "forces_ev_per_angstrom": [[-2.4420, -1.7827, 1.5568], [0.5519, -1.0178, 1.4520], [0.3580, 0.1276, -0.0026], [0.1013, -0.2503, 0.1259], [-0.0940, 0.1210, 0.5261], [0.0145, 1.3855, 1.6476], [1.8703, 0.6374, -2.4763], [-1.4882, 0.2966, -0.7681], [1.6249, -0.9536, -1.2627], [1.5053, 0.9907, -0.9124], [-0.6003, -0.7428, -0.4953], [-1.3827, 0.5929, 0.9867], [-0.7650, 1.0575, 0.3483], [-0.0217, -0.1303, -0.5035], [-0.1471, 0.0866, 0.2203], [0.1324, 0.1464, -0.2613], [0.1837, -0.0830, 0.1952], [-0.0526, -0.1105, 0.2304], [0.4792, 0.0283, 0.0213], [-0.1837, -0.1393, -0.2517], [0.0403, -0.3455, -0.3630], [0.3158, 0.0853, -0.0135]],
  "lowdin_spin": [2.04, 0.00, 0.00, 0.00, 0.00, 0.00, -0.02, 0.00, -0.01, 0.00, 0.00, 0.00, 0.00, 0.00, 0.00, 0.00, 0.00, 0.00, 0.00, 0.00, 0.00, 0.00]
}